Entry 1:
Below is C25H31N3O6 as an isolated structure in a non-equilibrium geometry, with properties calculated with wB97M-V/def2-TZVPD.

Calculated values
Energy above the lowest of the compared OMol25 structures with the same formula, charge and spin   2159.05 kJ/mol
HOMO   -7.7 eV
DFT total energy   -43161.98931 eV
Frontier orbital gap   8.0 eV
Largest force on an atom   18.7 eV/Å
LUMO level   0.0116 Eh

```
! RIJCOSX wB97M-V def2-TZVPD def2/J DEFGRID3
* xyz 0 1
C 5.300 0.818 -6.956
C 5.171 2.192 -6.266
H 4.788 2.872 -6.964
H 6.233 2.466 -6.006
O 4.264 2.420 -5.334
C 4.945 1.797 -4.102
O 6.171 1.390 -3.914
N 3.878 1.753 -3.219
C 2.564 2.221 -3.415
H 2.511 3.361 -3.099
C 1.694 1.297 -2.417
H 0.626 1.459 -2.921
H 1.542 2.127 -1.422
C 2.109 -0.056 -2.223
N 1.018 -0.763 -1.690
C 0.729 -0.502 -0.337
O 0.859 0.575 0.417
C -0.322 -1.575 -0.015
H -1.542 -1.363 -0.196
C -0.151 -2.385 1.359
C -1.495 -2.116 2.111
O -2.008 -3.126 2.563
N -1.539 -0.939 2.568
C -2.397 -0.255 3.394
C -3.770 -1.041 3.758
C -4.607 -0.241 4.747
C -4.478 1.350 4.868
C -3.482 1.699 4.213
C -2.356 1.222 3.497
H -1.664 1.768 3.073
H -3.428 2.823 4.308
O -5.415 1.962 5.451
C -6.433 1.249 6.248
C -7.234 2.500 6.898
H -8.049 1.989 7.425
H -6.614 2.691 7.670
H -7.751 3.090 6.090
H -5.855 0.526 7.129
H -7.029 0.717 5.480
H -5.181 -0.913 5.135
H -3.600 -1.897 4.009
H -0.618 -0.272 2.223
H 0.733 -1.929 1.771
C 0.074 -3.646 0.803
C -1.195 -4.334 -0.048
C -1.330 -3.615 -0.986
H -1.950 -3.601 -1.798
C -0.072 -2.623 -0.905
C 0.565 -2.126 -2.252
H 1.639 -2.676 -2.624
H -0.094 -1.902 -3.033
O 0.853 -3.563 -0.288
H -2.130 -5.025 0.568
H 0.484 -4.377 1.669
C 3.450 0.029 -1.346
H 4.114 -1.027 -1.660
H 3.229 -0.023 -0.504
C 4.361 1.237 -1.828
H 4.039 1.916 -1.038
H 5.443 1.011 -1.477
H 2.108 -0.294 -3.275
H 2.350 2.058 -4.251
H 4.185 0.555 -7.366
H 6.096 0.884 -7.960
H 5.663 0.182 -6.310
*
```

Per-atom Löwdin charges, elementary charge units: -0.06 -0.41 0.10 0.13 -0.02 -0.28 0.02 -0.03 -0.12 0.18 -0.15 0.16 0.19 -0.35 -0.01 -0.25 -0.02 -0.12 0.24 -0.12 -0.48 0.08 0.09 -0.11 0.11 0.10 -0.38 -0.11 0.04 0.04 0.15 -0.06 -0.16 -0.05 0.06 0.02 0.11 0.19 0.12 0.01 -0.04 0.24 0.16 -0.34 -0.01 -0.05 0.10 -0.40 0.07 0.21 0.10 0.01 0.20 0.21 -0.04 0.19 -0.05 -0.06 0.11 0.15 0.16 -0.01 0.12 0.16 -0.03

***

Entry 2:
Below is a 2-piece molecular cluster, C3H11N3O2 overall in a non-equilibrium geometry, with properties calculated with wB97M-V/def2-TZVPD.

Calculated values
Energy above the lowest of the compared OMol25 structures with the same formula, charge and spin   203.96 kJ/mol
HOMO   -8.9 eV
DFT total energy   -11853.62328 eV
Frontier orbital gap   9.6 eV
Largest force on an atom   3.1 eV/Å
LUMO level   0.0231 Eh
SMILES   NCNC(=O)CN.O

```
! RIJCOSX wB97M-V def2-TZVPD def2/J DEFGRID3
* xyz 0 1
N -0.420 2.659 0.705
C -1.442 1.706 0.361
N -1.099 0.289 0.011
C 0.120 -0.039 -0.607
O 0.915 0.863 -0.729
C 0.335 -1.427 -1.201
N 1.707 -1.621 -1.513
H -0.005 2.957 -0.182
H 0.257 2.413 1.401
H -2.027 2.089 -0.506
H -2.188 1.743 1.291
H -1.760 -0.371 0.366
H -0.465 -1.803 -1.844
H 0.103 -2.039 -0.327
H 2.396 -1.012 -1.023
H 1.980 -1.125 -2.349
O 0.319 -1.977 2.099
H 0.172 -1.102 2.450
H 1.101 -2.202 1.599
*
```

Per-atom Löwdin charges, elementary charge units: -0.01 -0.28 0.05 -0.47 0.04 -0.22 -0.01 0.07 0.06 0.11 0.14 0.11 0.13 0.09 0.09 0.07 -0.05 0.03 0.03

***

Entry 3:
Below is a 2-piece molecular cluster, C5H8O2 overall, with properties calculated with wB97M-V/def2-TZVPD.

Calculated values
Energy above the lowest of the compared OMol25 structures with the same formula, charge and spin   252.37 kJ/mol
HOMO   -8.4 eV
DFT total energy   -9407.21652 eV
Frontier orbital gap   9.3 eV
Largest force on an atom   0.9 eV/Å
LUMO level   0.0328 Eh
SMILES   CC(O)=C=O.C=C

```
! RIJCOSX wB97M-V def2-TZVPD def2/J DEFGRID3
* xyz 0 1
C -2.171 -0.247 -1.284
C -1.145 -0.599 -0.249
O -1.167 0.084 0.959
C -0.281 -1.587 -0.406
O 0.506 -2.446 -0.561
H -3.169 -0.273 -0.832
H -2.006 0.763 -1.680
H -2.156 -0.951 -2.121
H -0.413 0.696 0.962
C 1.798 1.134 1.382
C 2.188 0.392 0.349
H 1.658 2.210 1.294
H 1.624 0.697 2.363
H 2.377 0.827 -0.630
H 2.346 -0.680 0.440
*
```

Per-atom Löwdin charges, elementary charge units: -0.04 -0.39 0.00 -0.12 0.15 0.08 0.08 0.09 0.06 -0.09 -0.07 0.06 0.06 0.06 0.05

***

Entry 4:
Below is one molecule with the formula C9H9BrClN3 in a non-equilibrium geometry, with properties calculated with wB97M-V/def2-TZVPD.

Calculated values
Energy above the lowest of the compared OMol25 structures with the same formula, charge and spin   160.92 kJ/mol
HOMO   -8.9 eV
DFT total energy   -96510.44962 eV
Frontier orbital gap   9.3 eV
Largest force on an atom   3.9 eV/Å
LUMO level   0.0142 Eh
SMILES   C=C/C=C\[C@H]1[C@@H](Br)[C@]1(Cl)n1cncn1

```
! RIJCOSX wB97M-V def2-TZVPD def2/J DEFGRID3
* xyz 0 1
C 0.261 -2.108 -1.595
C -0.868 -2.713 -1.189
C -1.547 -2.479 0.056
C -1.483 -1.339 0.765
C -1.014 -0.006 0.376
C -1.190 1.132 1.330
Br -2.236 0.827 2.957
C 0.233 0.727 1.112
Cl 1.180 -0.290 2.252
N 1.073 1.552 0.357
C 2.395 1.406 0.126
N 2.773 2.229 -0.747
C 1.650 2.926 -1.112
N 0.611 2.503 -0.492
H 0.792 -2.279 -2.605
H 0.666 -1.395 -0.939
H -1.457 -3.277 -1.915
H -1.866 -3.377 0.504
H -2.027 -1.297 1.627
H -1.082 0.489 -0.658
H -1.501 2.205 0.909
H 3.023 0.783 0.767
H 1.615 3.782 -1.889
*
```

Per-atom Löwdin charges, elementary charge units: 0.03 -0.18 -0.09 -0.12 -0.25 -0.63 0.71 -0.69 0.71 -0.12 -0.21 0.08 -0.21 0.10 0.10 0.02 0.10 0.10 0.01 0.17 0.14 0.11 0.14

***

Entry 5:
Below is C3H6N4O as an isolated structure in a non-equilibrium geometry, with properties calculated with wB97M-V/def2-TZVPD.

Calculated values
Energy above the lowest of the compared OMol25 structures with the same formula, charge and spin   573.75 kJ/mol
HOMO   -8.3 eV
DFT total energy   -11210.83009 eV
Frontier orbital gap   7.3 eV
Largest force on an atom   9.4 eV/Å
LUMO level   -0.0364 Eh

```
! RIJCOSX wB97M-V def2-TZVPD def2/J DEFGRID3
* xyz 0 1
C -2.021 1.539 0.229
C -0.198 0.252 -0.455
C 1.635 -0.700 -0.704
H -2.957 0.648 0.438
H -2.736 2.385 0.150
H -1.722 2.038 1.222
H 3.731 -1.206 -0.310
H 1.204 -2.457 0.322
H -0.505 -0.485 1.142
N -1.065 1.167 -0.564
N 1.086 0.384 -1.012
N 1.054 -1.411 0.351
N -0.212 -0.927 0.287
O 2.706 -1.227 -1.096
*
```

Per-atom Löwdin charges, elementary charge units: -0.28 -0.40 -0.62 0.13 0.05 0.09 0.35 0.17 0.13 0.00 0.23 0.05 0.05 0.04